# 1
Entry from the Open Molecules 2025 dataset: a cluster of 8 separate species, C24H64O6 in total at a distorted geometry (ωB97M-V/def2-TZVPD).

Each line ends with the Mulliken charge.
Atoms and positions in Å:
O: 1.694 6.097 -0.542  -0.602
O: 3.364 2.032 -0.855  -0.530
O: 3.394 -2.619 0.325  -0.607
O: 4.473 -4.558 2.086  -0.422
O: 2.517 -2.300 -2.354  -0.535
O: -2.748 3.629 -2.194  -0.581
C: 1.213 -2.698 -2.712  0.376
C: -0.153 -1.350 0.742  1.394
C: -2.866 4.201 0.019  -1.094
C: 2.108 2.327 -1.504  0.363
C: 3.636 -5.081 3.009  -0.451
C: 4.395 -0.986 1.814  -1.693
C: -3.709 -2.044 -1.562  0.005
C: 2.437 6.895 1.565  -1.602
C: -4.933 -0.808 0.294  0.223
C: -4.986 -1.903 -0.655  -1.131
C: 2.285 -4.371 3.148  -1.038
C: -2.279 -3.236 -3.256  -0.785
C: -3.673 -3.216 -2.516  -0.847
C: 4.220 -1.480 0.377  0.476
C: -0.331 0.209 0.860  0.245
C: -5.704 0.476 -0.159  -1.351
C: 1.777 1.090 -2.432  -1.532
C: -0.922 2.682 2.752  -1.196
C: 0.582 0.867 1.768  0.214
C: 1.260 -2.821 -4.287  -1.494
C: -3.182 3.179 -1.004  0.278
C: 1.552 5.879 0.841  0.430
C: -0.712 -2.193 1.968  -1.366
C: 0.417 2.395 2.016  0.303
H: -3.329 3.300 -2.916  0.347
H: 0.999 -1.613 0.618  -0.442
H: 1.666 -4.474 2.319  0.327
H: -6.703 0.193 -0.207  0.513
H: 1.838 4.860 1.044  -0.037
H: -1.851 -1.921 2.214  0.152
H: 3.588 -0.650 -0.070  -0.222
H: -4.470 -3.327 -3.240  0.373
H: 3.843 2.866 -1.000  0.274
H: 2.426 -3.381 3.338  0.260
H: 0.905 6.086 -1.136  0.315
H: 1.686 0.730 1.491  -0.521
H: -2.336 -2.315 -3.912  0.331
H: -2.570 2.255 -0.966  0.048
H: 4.570 0.062 1.869  0.464
H: 5.251 -1.520 0.009  0.355
H: -5.106 -2.900 -0.286  0.418
H: -0.793 -1.668 -0.081  -0.522
H: -2.297 -4.227 -3.694  0.393
H: 2.138 3.148 -2.220  0.508
H: -3.252 3.840 1.020  0.282
H: -5.508 0.704 -1.361  0.127
H: -3.974 -0.348 0.266  -0.349
H: -4.183 2.738 -1.124  0.175
H: 5.226 -5.042 2.159  0.217
H: -5.510 1.366 0.406  0.400
H: -1.445 0.397 1.054  0.011
H: 5.205 -1.297 2.253  0.642
H: -1.001 3.649 3.162  0.516
H: -1.946 4.624 0.349  0.201
H: -0.074 0.593 -0.049  -0.172
H: 3.518 -0.832 2.440  0.297
H: 3.889 -3.306 0.817  0.243
H: 0.398 -1.927 -2.662  0.031
H: 1.375 2.704 -0.777  -0.306
H: -3.537 5.038 -0.183  0.378
H: 4.030 -4.934 4.019  0.298
H: -1.917 2.495 2.095  -0.053
H: 2.641 -2.198 -1.339  0.223
H: 0.862 -3.652 -2.114  0.316
H: -5.229 -0.971 1.291  0.481
H: -2.799 -2.250 -0.877  -0.198
H: 3.409 6.685 1.418  0.451
H: 0.587 0.295 2.794  0.357
H: 1.664 0.096 -2.060  0.244
H: -0.066 -1.884 2.800  0.362
H: -1.104 1.858 3.677  0.249
H: 0.785 1.218 -2.866  0.420
H: -0.807 -3.253 1.884  0.467
H: 2.118 8.050 1.381  0.225
H: 0.498 -3.393 -4.715  0.427
H: -3.487 -4.217 -2.074  0.331
H: -1.519 -3.207 -2.512  0.042
H: 1.225 2.710 2.628  0.522
H: 2.509 0.885 -3.086  0.564
H: 1.275 -1.793 -4.829  0.220
H: 2.536 6.887 2.525  0.575
H: 3.668 -6.147 2.995  0.430
H: 1.965 -4.768 4.117  0.399
H: 2.077 -3.391 -4.548  0.474
H: 0.581 6.094 0.897  0.279
H: 0.283 3.135 1.183  -0.595
H: -3.544 -1.123 -2.062  0.517
H: -5.998 -1.929 -1.119  0.496

Output
- Kohn-Sham gap (eV) = 9.998
- energy above the lowest of the compared OMol25 structures with the same formula, charge and spin (kcal per mole) = 0.0
- LUMO level (eV) = 0.60
- highest occupied orbital energy (eV) = -9.40
- molecular weight (g mol⁻¹) = 448.770
- net charge = 0



# 2
Entry from the Open Molecules 2025 dataset: a structure of composition C24H64O8 at a distorted geometry (ωB97M-V/def2-TZVPD).

Each line ends with the Mulliken charge.
Atoms and positions in Å:
O: -2.064 4.289 3.039  -0.655
O: -3.117 2.825 -0.150  -0.514
O: 2.709 1.252 -3.749  -0.476
O: 1.442 0.041 -1.574  -0.681
O: -4.501 -2.236 4.081  -0.548
O: -2.840 -4.274 -2.863  -0.567
O: 1.628 -2.646 -1.142  -0.354
O: 4.737 -0.225 3.948  -0.591
C: 3.844 2.017 -3.655  0.618
C: -4.355 0.828 -0.617  -1.735
C: 4.567 1.363 2.181  -1.669
C: 3.564 -2.607 0.189  -2.429
C: -4.379 -1.426 2.997  0.410
C: -3.060 1.568 -0.676  -0.023
C: -1.381 3.140 2.560  1.453
C: 3.921 2.658 -2.259  -1.398
C: 3.774 0.295 3.047  1.274
C: 2.739 0.888 3.946  -0.685
C: 2.855 -3.245 -1.048  0.307
C: -2.950 -1.393 2.562  -0.847
C: -2.450 -2.921 -3.193  0.228
C: 2.725 -4.655 -1.002  -1.548
C: -5.293 -2.043 1.886  -1.273
C: -2.635 -2.578 -4.713  -1.552
C: 0.816 0.949 -0.692  1.371
C: 5.077 1.107 -4.053  -1.267
C: -3.131 -1.826 -2.243  -0.740
C: -1.345 2.045 3.653  -1.171
C: 0.007 3.574 2.187  -1.211
C: -1.929 0.573 -0.203  -0.451
C: -0.029 0.133 0.336  -1.300
C: -0.038 1.901 -1.450  -1.078
H: -3.675 -2.718 -5.123  0.370
H: 2.624 0.803 -4.656  0.252
H: -6.259 -2.088 2.176  0.499
H: -2.044 0.311 1.028  -0.431
H: 1.807 0.629 -2.027  -0.064
H: 1.636 1.436 -0.164  -0.112
H: -1.103 2.674 4.549  0.424
H: -1.016 0.958 -0.150  -0.195
H: 4.323 -2.968 0.261  1.554
H: -3.570 3.339 -0.665  0.400
H: 3.607 -1.568 0.127  0.218
H: -2.268 -2.258 2.320  0.476
H: 3.744 -5.012 -0.668  0.311
H: -2.044 -0.920 3.425  0.119
H: -0.794 -0.471 -0.004  0.518
H: 4.647 3.548 -2.295  0.380
H: 2.977 1.793 4.370  0.422
H: -0.606 1.150 3.669  0.055
H: -2.910 -0.783 -2.707  0.133
H: 3.153 -2.876 1.146  0.379
H: 2.405 -4.899 -1.896  0.500
H: -2.568 -1.572 -5.080  0.389
H: 4.700 -1.164 4.155  0.325
H: -4.594 -0.429 3.253  0.283
H: 1.986 -5.100 -0.216  0.289
H: 6.156 1.684 -3.995  0.282
H: -4.381 -0.163 -1.007  0.134
H: -5.307 -1.902 4.554  0.355
H: 5.277 0.391 -3.297  0.317
H: 3.063 2.990 -1.841  0.447
H: 3.594 2.839 -4.277  0.245
H: -5.080 -1.856 0.804  0.114
H: 3.073 -2.649 -1.810  0.607
H: 5.046 2.104 2.681  0.543
H: 0.487 3.772 3.080  0.536
H: 2.426 0.102 4.673  0.284
H: -2.456 -4.764 -3.719  0.383
H: -4.777 0.747 0.291  0.451
H: -4.238 -1.955 -2.090  0.376
H: 4.069 1.735 1.465  0.416
H: 0.679 -0.390 0.906  1.630
H: -5.004 1.404 -1.311  0.428
H: -0.144 3.013 -0.945  0.181
H: -5.318 -3.215 2.063  0.349
H: 0.634 2.274 -2.181  0.818
H: -2.043 -3.218 -5.378  0.388
H: -2.113 -0.240 -0.508  0.087
H: -0.588 0.638 0.918  -0.502
H: 1.619 -1.712 -1.345  0.328
H: -1.755 2.613 1.463  -0.510
H: -0.964 1.489 -1.725  0.012
H: 3.308 -0.398 2.376  -0.376
H: 2.099 1.198 3.253  -0.243
H: -2.926 1.703 -1.723  0.554
H: 0.491 2.719 1.694  -0.113
H: -0.218 4.494 1.514  0.274
H: 4.236 1.926 -1.599  0.279
H: -2.807 -0.750 1.530  0.547
H: -1.445 -2.876 -3.132  0.396
H: -2.277 1.664 3.795  0.295
H: -3.098 4.101 3.114  0.358
H: 5.021 0.579 -4.986  0.395
H: 5.363 0.763 1.724  0.348
H: -2.770 -2.041 -1.187  0.200

Output
- Kohn-Sham gap (eV) = 9.127
- energy above the lowest of the compared OMol25 structures with the same formula, charge and spin (kcal per mole) = 526.4
- LUMO level (eV) = 0.34
- highest occupied orbital energy (eV) = -8.79
- molecular weight (g mol⁻¹) = 480.768
- net charge = 0



# 3
Entry from the Open Molecules 2025 dataset: a cluster of 6 separate species, C24H66N6O6 in total at a distorted geometry (ωB97M-V/def2-TZVPD).

Each line ends with the Mulliken charge.
Atoms and positions in Å:
O: 45.342 20.543 8.973  -0.322
O: 44.354 24.438 15.548  0.044
O: 48.651 23.368 12.721  -0.082
O: 44.529 20.763 18.493  -0.288
O: 38.481 20.283 13.712  -0.346
O: 46.314 19.301 12.885  -0.479
N: 42.446 26.385 13.155  -0.788
N: 44.333 20.515 11.623  -0.065
N: 43.980 23.573 7.320  -0.689
N: 49.128 25.131 14.695  -0.852
N: 41.703 19.082 12.713  -0.776
N: 47.356 21.292 20.803  -0.752
C: 44.275 21.154 13.962  -2.720
C: 43.525 25.626 13.764  1.397
C: 45.405 22.756 20.238  -1.378
C: 45.084 21.413 7.861  -1.148
C: 48.898 23.020 11.343  -1.014
C: 44.313 19.812 17.503  -0.716
C: 44.219 22.573 8.392  0.559
C: 45.903 20.685 18.866  -0.094
C: 43.272 25.280 15.196  -1.050
C: 42.830 21.936 8.925  -0.188
C: 45.975 21.211 20.271  0.354
C: 37.175 19.703 13.896  -0.897
C: 49.593 23.131 13.640  -0.809
C: 45.934 19.317 8.705  -0.810
C: 44.350 23.878 16.838  -0.489
C: 44.816 26.354 13.510  -1.278
C: 49.312 23.749 15.008  0.124
C: 40.607 20.044 12.795  1.273
C: 48.015 23.307 15.630  -0.813
C: 40.483 20.804 11.533  -1.712
C: 46.425 20.730 12.820  0.367
C: 44.989 21.286 12.644  0.682
C: 47.405 18.560 12.511  -1.294
C: 39.397 19.346 13.263  -1.438
H: 49.542 22.038 13.778  0.247
H: 46.936 21.092 13.702  0.463
H: 43.472 23.186 17.241  0.308
H: 41.867 18.744 13.766  0.340
H: 46.511 19.776 18.813  0.389
H: 43.599 23.219 6.307  0.261
H: 47.260 21.456 21.878  0.307
H: 44.809 19.561 11.861  0.451
H: 40.606 20.775 13.523  0.157
H: 45.095 19.883 16.649  0.177
H: 50.600 23.216 13.099  0.427
H: 41.471 21.469 11.406  -0.034
H: 44.691 20.782 7.197  0.541
H: 50.007 25.356 14.041  0.334
H: 45.029 21.438 14.618  0.516
H: 39.164 18.769 12.454  0.583
H: 39.559 21.361 11.269  0.391
H: 48.302 18.778 13.035  0.399
H: 44.749 27.390 13.700  0.419
H: 36.770 19.693 12.866  0.288
H: 45.208 26.547 12.423  0.277
H: 44.223 20.145 14.195  0.554
H: 44.105 18.802 17.839  0.395
H: 42.368 21.102 8.326  0.305
H: 47.372 17.658 12.545  0.639
H: 45.295 18.814 7.900  0.330
H: 46.033 18.645 9.639  0.196
H: 49.797 23.586 11.011  0.372
H: 42.683 19.575 12.420  0.115
H: 47.687 18.648 11.444  0.263
H: 47.131 23.743 14.950  -0.027
H: 45.407 23.197 17.008  -0.299
H: 43.466 19.890 16.837  0.240
H: 50.231 23.595 15.573  0.458
H: 45.007 22.436 12.489  0.149
H: 45.731 26.010 14.113  0.141
H: 47.741 20.386 20.685  0.227
H: 36.767 20.470 14.396  0.316
H: 42.401 24.730 15.443  0.457
H: 45.597 23.280 21.153  0.505
H: 44.731 24.635 17.771  0.262
H: 39.457 18.620 13.950  0.704
H: 48.073 23.665 16.689  0.315
H: 40.528 20.252 10.673  0.561
H: 44.764 22.895 9.220  0.266
H: 44.758 24.081 7.125  0.273
H: 43.494 24.704 13.220  -0.308
H: 46.531 21.443 18.087  -0.116
H: 43.394 21.593 14.075  0.799
H: 44.603 20.834 10.704  -0.306
H: 48.917 21.920 11.133  0.298
H: 48.488 25.246 13.850  0.327
H: 47.973 22.277 15.618  0.378
H: 45.389 20.856 21.175  0.208
H: 46.989 21.159 11.824  -0.332
H: 37.246 18.724 14.195  0.367
H: 46.048 23.372 19.539  0.160
H: 42.146 27.023 13.871  0.318
H: 41.873 22.728 8.927  0.287
H: 45.937 21.789 7.353  0.406
H: 43.115 26.112 15.996  0.282
H: 44.404 22.779 20.088  0.438
H: 47.031 19.509 8.599  0.288
H: 48.045 23.343 10.891  0.353
H: 41.408 25.745 12.952  0.306
H: 42.903 21.540 9.767  -0.622

Output
- Kohn-Sham gap (eV) = 9.031
- energy above the lowest of the compared OMol25 structures with the same formula, charge and spin (kcal per mole) = 319.5
- LUMO level (eV) = 0.50
- highest occupied orbital energy (eV) = -8.53
- molecular weight (g mol⁻¹) = 534.828
- net charge = 0



# 4
Entry from the Open Molecules 2025 dataset: a cluster of 6 separate species, C24H66N6O6 in total at a distorted geometry (ωB97M-V/def2-TZVPD).

Each line ends with the Mulliken charge.
Atoms and positions in Å:
O: -0.116 -12.493 6.901  -0.372
O: 4.707 -13.753 10.017  -0.389
O: 2.986 -9.393 10.996  -0.294
O: -0.690 -16.839 11.739  -0.378
O: 4.458 -16.846 4.169  0.097
O: 9.852 -14.539 5.309  -0.414
N: 3.199 -12.220 5.021  -0.579
N: 5.091 -14.018 6.378  -0.191
N: -3.321 -17.969 11.899  -0.669
N: 5.131 -16.323 0.625  -0.796
N: 7.016 -16.844 5.506  -0.503
N: 1.056 -6.421 9.953  -0.684
C: 1.255 -12.239 6.637  -0.156
C: 9.248 -17.712 4.937  -1.522
C: 4.324 -17.112 2.807  -1.300
C: -1.831 -16.139 11.231  -0.696
C: 4.288 -13.789 8.670  -0.348
C: 0.364 -15.968 12.101  -0.697
C: -2.840 -17.189 10.751  0.440
C: 4.259 -9.870 10.633  -0.629
C: 5.157 -16.054 2.072  1.052
C: -0.900 -11.358 6.543  -0.586
C: 0.260 -8.672 10.133  -1.206
C: 8.421 -16.501 5.443  0.493
C: 10.077 -13.271 4.752  -0.800
C: 4.910 -14.607 2.441  -1.071
C: 1.753 -12.449 5.206  0.366
C: -4.005 -16.630 9.904  -1.405
C: 1.376 -13.830 4.660  -1.305
C: 6.653 -12.997 8.049  -1.492
C: 3.577 -17.566 5.017  -0.979
C: 1.249 -7.682 10.691  0.512
C: 3.675 -13.885 10.962  -0.928
C: 5.514 -13.988 7.763  0.366
C: 2.698 -8.131 10.464  -0.703
C: 8.679 -15.140 4.814  -0.266
H: 3.497 -12.574 4.121  0.098
H: 3.902 -14.384 2.063  0.378
H: 8.840 -16.388 6.451  0.224
H: 7.802 -14.479 4.888  0.196
H: 3.317 -11.212 5.030  0.245
H: 4.303 -10.850 11.114  0.125
H: -1.906 -11.762 6.400  0.311
H: 1.437 -13.728 3.576  0.358
H: 1.713 -13.057 7.207  -0.190
H: 7.515 -13.489 7.598  0.226
H: 8.621 -18.605 4.983  0.410
H: 1.802 -5.762 10.137  0.245
H: 2.952 -13.068 11.040  0.271
H: 4.900 -14.439 3.516  -0.092
H: 3.332 -7.313 10.838  0.295
H: 0.878 -15.470 11.273  0.219
H: -0.036 -15.261 12.831  0.345
H: -2.162 -17.813 10.164  0.264
H: -1.460 -15.636 10.322  0.252
H: -0.670 -10.954 5.549  0.284
H: -4.702 -17.420 9.641  0.387
H: 4.256 -10.104 9.558  0.290
H: -0.762 -8.524 10.480  0.374
H: 5.752 -15.678 0.148  0.282
H: 3.717 -18.606 4.677  0.369
H: 2.885 -8.107 9.379  0.270
H: 9.174 -12.782 4.367  0.309
H: 5.075 -9.200 10.913  0.356
H: 6.202 -16.288 2.338  -0.002
H: 0.969 -6.567 8.957  0.253
H: 1.653 -11.272 6.966  0.325
H: -2.053 -15.315 11.918  0.411
H: 10.453 -12.625 5.548  0.288
H: 5.930 -14.959 8.054  0.338
H: 4.252 -13.889 11.893  0.389
H: -4.121 -17.489 12.297  0.254
H: 8.611 -15.257 3.713  0.351
H: -0.785 -10.548 7.266  0.126
H: 1.127 -16.622 12.525  0.306
H: 0.283 -8.693 9.040  0.182
H: 0.518 -9.692 10.434  0.319
H: 3.222 -14.882 10.962  0.368
H: 6.503 -16.048 5.882  0.191
H: -3.545 -16.196 9.018  0.346
H: 6.848 -12.875 9.113  0.380
H: -4.486 -15.863 10.511  0.352
H: 4.647 -18.131 2.544  0.453
H: -2.619 -18.053 12.622  0.270
H: 3.795 -12.823 8.486  0.102
H: 3.950 -17.467 6.033  0.222
H: 5.556 -17.233 0.485  0.298
H: 0.402 -14.109 5.059  0.382
H: 3.300 -17.073 2.406  0.471
H: 4.616 -13.138 6.125  0.299
H: 6.652 -16.858 4.555  0.012
H: 10.084 -17.892 5.607  0.357
H: 3.621 -14.643 8.482  0.504
H: 9.534 -17.674 3.883  0.335
H: 5.590 -13.930 1.926  0.434
H: 1.060 -7.449 11.740  0.284
H: 1.349 -11.667 4.545  0.403
H: 10.776 -13.193 3.912  0.312
H: 2.073 -14.607 4.982  0.178
H: 6.427 -11.994 7.681  0.328
H: 4.319 -14.669 6.251  -0.185
H: 2.507 -17.387 4.873  0.300

Output
- Kohn-Sham gap (eV) = 9.292
- energy above the lowest of the compared OMol25 structures with the same formula, charge and spin (kcal per mole) = 59.5
- LUMO level (eV) = 0.44
- highest occupied orbital energy (eV) = -8.86
- molecular weight (g mol⁻¹) = 534.828
- net charge = 0



Which formula does entry 2 have? C24H64O8